Density functional theory data (ωB97M-V with the def2-TZVPD basis set) for 7 unconnected molecules or ions with the total composition C27H65N3O7 at a distorted geometry.

Results
ΔE to the lowest compared entry with this formula, charge and spin: 2.709 eV
lowest unoccupied orbital energy: 0.2 eV
multiplicity: 1

Each line ends with the Löwdin charge.
CARTESIAN COORDINATES (ANGSTROEM)
C -1.539 -5.859 -0.252  -0.0184
C -1.616 -5.001 -1.570  -0.4867
C -2.837 -5.381 -2.405  -0.0480
C -1.946 -3.523 -1.129  -0.1159
C -0.679 -2.675 -0.689  -0.1670
C 0.466 -2.739 -1.686  -0.1359
C 0.779 -4.218 -2.101  -0.4298
C 1.565 -4.108 -3.401  -0.0705
C 1.770 -4.919 -1.026  -0.0166
N -0.420 -5.070 -2.427  -0.1350
O -0.180 -6.296 -3.012  0.0079
H -1.154 -6.855 -0.471  0.0686
H -0.716 -5.571 0.402  0.0589
H -2.523 -5.810 0.214  0.0850
H -2.684 -6.437 -2.629  0.0761
H -3.768 -5.339 -1.840  0.0857
H -2.919 -4.802 -3.325  0.0899
H -2.362 -3.026 -2.005  0.0964
H -2.700 -3.378 -0.356  0.1110
H -0.959 -1.626 -0.590  0.0831
H -0.384 -3.017 0.302  0.0983
H 1.362 -2.362 -1.193  0.1060
H 0.288 -2.097 -2.549  0.1125
H 0.912 -3.643 -4.140  0.0820
H 1.802 -5.029 -3.932  0.0759
H 2.465 -3.494 -3.449  0.0829
H 2.156 -5.887 -1.345  0.0757
H 1.365 -4.860 -0.016  0.0563
H 2.573 -4.207 -0.836  0.0672
H 0.139 -6.827 -2.278  0.0853
C 2.616 0.726 -3.157  -0.0196
C 2.705 1.856 -2.088  -0.4646
C 1.309 2.192 -1.577  -0.0401
C 3.485 1.306 -0.868  -0.1435
C 3.869 2.374 0.156  -0.1953
C 4.750 3.441 -0.477  -0.1354
C 4.012 4.092 -1.707  -0.5043
C 3.046 5.162 -1.103  -0.0197
C 5.080 4.860 -2.382  -0.0744
N 3.441 3.061 -2.604  -0.1020
O 2.933 3.598 -3.776  -0.0064
H 1.988 1.193 -3.916  0.0841
H 3.602 0.333 -3.405  0.0842
H 2.118 -0.198 -2.865  0.0635
H 0.928 3.039 -2.148  0.0878
H 0.595 1.375 -1.678  0.0760
H 1.146 2.455 -0.531  0.0591
H 2.941 0.469 -0.430  0.1116
H 4.406 0.807 -1.170  0.1130
H 2.949 2.822 0.532  0.0882
H 4.438 1.939 0.978  0.1122
H 5.544 2.773 -0.812  0.1153
H 5.174 4.199 0.180  0.1187
H 2.211 4.631 -0.647  0.0617
H 2.680 5.902 -1.816  0.0818
H 3.602 5.712 -0.344  0.0799
H 4.717 5.502 -3.185  0.0854
H 5.778 4.144 -2.815  0.0902
H 5.686 5.436 -1.683  0.0894
H 3.455 3.225 -4.491  0.1069
C 0.561 1.188 4.335  -0.0110
C -0.363 0.572 3.227  -0.4135
C 0.388 0.363 1.879  -0.0425
C -1.002 -0.833 3.513  -0.1243
C -2.196 -0.939 4.503  -0.1715
C -3.225 0.070 4.064  -0.1569
C -2.774 1.531 3.759  -0.4780
C -3.993 2.174 3.109  -0.0344
C -2.431 2.262 5.114  -0.0136
N -1.572 1.440 2.946  -0.1435
O -1.214 2.597 2.283  -0.0142
H 0.284 0.799 5.315  0.0671
H 1.494 0.670 4.112  0.0805
H 0.671 2.270 4.401  0.0809
H -0.252 0.202 1.012  0.0541
H 0.915 1.237 1.496  0.0620
H 1.079 -0.476 1.791  0.0897
H -1.319 -1.325 2.594  0.1107
H -0.230 -1.462 3.956  0.1142
H -2.636 -1.929 4.627  0.1171
H -1.751 -0.670 5.460  0.1015
H -4.022 -0.083 4.792  0.1196
H -3.726 -0.275 3.159  0.1190
H -4.848 2.172 3.785  0.0983
H -4.271 1.898 2.092  0.0892
H -3.806 3.233 2.929  0.0734
H -2.264 3.321 4.920  0.0749
H -1.616 1.863 5.717  0.0664
H -3.353 2.292 5.696  0.0810
H -0.842 3.159 2.967  0.0933
O -3.308 3.643 0.168  -0.0344
H -2.830 4.472 0.145  0.0635
H -2.997 3.209 0.963  -0.0110
O -2.253 0.881 -0.432  -0.0395
H -2.211 0.922 0.523  0.0104
H -2.116 1.784 -0.718  0.0250
O -4.442 -1.268 -1.232  -0.0483
H -4.735 -1.389 -2.136  0.0373
H -3.652 -0.732 -1.306  -0.0107
O -4.234 2.436 -2.338  -0.0547
H -4.192 1.499 -2.146  0.0035
H -4.180 2.859 -1.481  -0.0153


Density functional theory data (ωB97M-V with the def2-TZVPD basis set) for a molecular structure, C27H66AsF6N6O3 at a distorted geometry.

Results
ΔE to the lowest compared entry with this formula, charge and spin: 1.600 eV
lowest unoccupied orbital energy: 2.4 eV
multiplicity: 1
charge: -1

Each line ends with the Löwdin charge.
CARTESIAN COORDINATES (ANGSTROEM)
As -0.476 -2.015 1.257  0.8029
F -0.466 -2.583 2.940  -0.2875
F -2.054 -1.251 1.543  -0.2865
F -0.508 -1.395 -0.376  -0.2460
F 1.058 -2.785 1.013  -0.2542
F -1.302 -3.475 0.700  -0.2722
F 0.205 -0.563 2.009  -0.2783
C 2.412 0.928 8.234  -0.0805
C 3.222 1.823 7.269  -0.2692
N 2.801 1.716 5.877  -0.1944
C 3.428 2.748 5.077  -0.2620
C 4.969 2.652 4.875  -0.0770
C 3.006 0.389 5.317  -0.2764
C 2.609 0.153 3.871  -0.0872
H 2.606 -0.090 7.908  0.0582
H 1.363 1.223 8.245  0.0747
H 2.734 1.088 9.264  0.0645
H 3.154 2.889 7.489  0.1105
H 4.270 1.511 7.396  0.1040
H 2.946 2.842 4.099  0.0969
H 3.116 3.705 5.506  0.1086
H 5.328 1.764 4.354  0.0627
H 5.216 3.465 4.189  0.0662
H 5.474 2.760 5.833  0.0579
H 2.333 -0.287 5.856  0.1044
H 3.993 -0.006 5.609  0.1165
H 3.287 0.622 3.155  0.0560
H 1.570 0.458 3.758  0.0725
H 2.618 -0.916 3.660  0.0831
C 4.021 -1.400 -4.894  -0.0952
C 3.879 -2.439 -3.790  -0.2662
N 2.471 -2.761 -3.462  -0.1681
C 1.533 -1.630 -3.341  -0.2438
C 1.918 -0.601 -2.277  -0.0727
C 2.441 -3.627 -2.284  -0.2858
C 3.059 -5.000 -2.444  -0.0932
H 5.061 -1.235 -5.175  0.0689
H 3.633 -0.442 -4.549  0.0536
H 3.490 -1.799 -5.760  0.0799
H 4.334 -3.371 -4.120  0.0948
H 4.456 -2.086 -2.924  0.1132
H 1.429 -1.084 -4.284  0.0993
H 0.561 -2.122 -3.290  0.1071
H 2.895 -0.200 -2.536  0.0537
H 1.152 0.178 -2.303  0.0568
H 1.852 -0.992 -1.262  0.0589
H 1.404 -3.678 -1.940  0.1167
H 2.918 -3.198 -1.386  0.1081
H 4.034 -4.978 -2.928  0.0527
H 2.478 -5.525 -3.214  0.0741
H 3.014 -5.556 -1.512  0.0741
C -4.360 -0.682 -4.571  -0.0843
C -3.478 0.585 -4.626  -0.2543
N -2.143 0.316 -4.125  -0.2093
C -1.065 1.222 -4.520  -0.2340
C -0.925 1.213 -6.066  -0.0814
C -2.024 -0.177 -2.739  -0.2128
C -1.799 0.930 -1.690  -0.0767
H -5.225 -0.349 -5.157  0.0686
H -4.761 -0.998 -3.608  0.0458
H -3.948 -1.559 -5.069  0.0769
H -3.515 0.756 -5.705  0.0979
H -4.021 1.437 -4.193  0.1118
H -0.162 0.846 -4.043  0.0914
H -1.387 2.203 -4.151  0.1143
H -1.494 2.063 -6.437  0.0627
H -1.235 0.232 -6.420  0.0722
H 0.125 1.336 -6.334  0.0599
H -2.888 -0.784 -2.478  0.0833
H -1.186 -0.866 -2.848  0.0866
H -2.716 1.523 -1.642  0.0611
H -1.635 0.536 -0.689  0.0398
H -0.981 1.600 -1.950  0.0491
C -4.449 -3.182 -0.913  0.0117
C -5.277 -1.908 -0.991  -0.5723
O -6.432 -1.902 -1.396  0.0148
N -4.706 -0.826 -0.395  0.0352
C -5.363 0.480 -0.346  -0.0677
H -3.454 -2.744 -1.026  0.0613
H -4.643 -3.805 -1.782  0.0809
H -4.648 -3.712 0.012  0.0901
H -3.718 -0.877 -0.196  0.0927
H -6.230 0.663 -0.975  0.0816
H -4.709 1.321 -0.589  0.0614
H -5.667 0.732 0.672  0.0650
C 3.266 2.601 -1.880  -0.0108
C 1.877 2.951 -1.400  -0.5629
O 1.179 3.776 -1.984  0.0055
N 1.420 2.425 -0.241  0.0308
C 2.195 1.748 0.783  -0.0929
H 3.835 3.532 -1.862  0.0874
H 3.165 2.431 -2.954  0.0828
H 3.754 1.773 -1.378  0.0645
H 0.528 2.781 0.057  0.1343
H 2.190 0.660 0.699  0.0714
H 1.730 1.977 1.742  0.0714
H 3.237 2.063 0.864  0.0811
C -5.348 -0.263 3.971  -0.0051
C -4.560 1.023 3.751  -0.5511
O -4.812 1.983 4.476  0.0130
N -3.658 1.095 2.762  0.0100
C -2.845 2.202 2.283  -0.0557
H -4.759 -1.176 4.090  0.0777
H -6.185 -0.448 3.303  0.0742
H -5.723 -0.154 4.990  0.0722
H -3.314 0.204 2.433  0.0927
H -3.458 3.068 2.032  0.0841
H -2.552 1.814 1.305  0.0636
H -1.988 2.488 2.889  0.0832